Record 1
Below is a cluster of 12 separate species, C30H55BCl2N3O35 in total at a distorted geometry, with properties calculated with wB97M-V/def2-TZVPD.

Atoms and positions in Å:
Cl: 4.871331 1.634246 -6.109498
Cl: 3.882238 3.598500 -3.585510
O: -1.719032 5.453283 -0.896693
O: 0.248272 -0.709602 -0.394666
O: -0.210248 6.362415 -2.372927
O: -2.503419 -4.241808 -2.043009
O: 7.422896 -1.984544 0.265083
O: 1.574081 2.473663 -0.734376
O: 5.309784 -1.506920 1.185129
O: -0.603083 -0.649213 1.932690
O: -0.756909 -2.005321 5.890587
O: -2.008762 -0.019684 0.117950
O: -2.353575 6.874398 -2.620543
O: -2.412993 -3.403156 6.438599
O: -2.795740 -4.171636 0.282409
O: 6.316211 -0.314418 -0.505942
O: -6.584330 5.068662 0.746174
O: 3.170544 -4.339125 4.395329
O: -2.380941 3.838336 -3.542186
O: 2.545355 -1.310185 -5.637455
O: -3.389830 0.050089 -4.189354
O: -3.968189 -1.047623 0.807530
O: 1.385526 1.849311 4.122963
O: -5.223413 3.555156 1.887988
O: 1.879400 -0.113771 -1.885849
O: 0.141532 1.380197 0.610191
O: -4.331069 -1.927956 -4.272765
O: -0.947198 -4.056028 4.948679
O: -0.916054 -3.610388 -0.447568
O: 2.853828 -3.484049 -5.484894
O: -5.047729 3.706090 -0.331929
O: -2.387429 2.705541 -5.340799
O: -0.553695 1.148018 5.040024
O: 3.282953 -3.513270 2.256881
O: -0.542693 2.649028 3.317903
O: -2.188618 -1.931539 3.015345
O: 4.523320 -5.295324 2.762576
N: 3.038729 -2.313442 -5.140213
N: -1.900452 2.942903 -4.272164
N: -3.968245 -0.911949 -3.678204
C: 3.902046 -2.130490 -3.953554
C: 4.736518 -6.444191 3.513839
C: 0.138948 -3.960754 4.048729
C: -1.325451 -3.074411 5.720773
C: 0.282611 -3.784569 -1.131915
C: -3.764208 6.644992 -2.404795
C: -2.750969 -0.809520 0.840326
C: -7.097274 5.507653 -0.511803
C: -1.455202 6.133681 -1.876706
C: 0.934160 1.485775 -0.421118
C: 0.869820 5.886451 -1.703708
C: 3.098548 2.139752 -4.150264
C: -1.914176 2.582797 3.111409
C: 3.626308 -4.336643 3.261061
C: 2.574257 -2.293029 2.500644
C: 1.030024 0.081507 -1.090625
C: 3.178470 1.903144 -5.710610
C: 7.714979 -3.070383 1.075728
C: -4.266391 -0.813344 -2.215588
C: -2.097095 -4.026688 -0.845701
C: -4.225631 -4.348275 0.185952
C: 5.314856 0.645950 -0.544560
C: 6.263363 -1.328661 0.397764
C: 2.091282 2.556681 3.071100
C: -3.978975 2.877359 -0.386811
C: -3.221287 -4.583857 6.256518
C: -1.809871 -1.233959 2.027302
C: -5.586599 4.080877 0.878919
C: -0.792850 2.159750 -3.688128
C: 0.009585 1.859709 4.154621
B: -0.599223 0.034028 0.592517
H: 4.302650 0.243620 -0.585387
H: -2.414809 2.918839 4.019454
H: -1.108878 1.522019 -2.862580
H: 3.282710 -2.410744 -3.101509
H: 0.320379 -4.970038 3.679236
H: -0.248429 1.537033 -4.398008
H: -4.638885 -4.246608 1.189435
H: -7.618654 6.456048 -0.382145
H: 5.763314 -6.585560 3.851159
H: 2.129867 2.333013 -3.689398
H: -0.028980 2.659178 -3.092173
H: 3.134967 -1.468929 2.059572
H: 4.137993 -1.067458 -3.904601
H: 4.359342 -7.231344 2.860979
H: -4.636570 -3.554259 -0.437555
H: 7.169572 -3.217272 2.007967
H: 0.865330 6.363991 -0.723894
H: -2.590946 -5.466012 6.144441
H: -3.713323 2.254067 0.467021
H: -0.096852 -3.475501 3.101606
H: 3.092171 2.149270 2.928490
H: 2.248985 -2.141685 3.529911
H: 5.332750 1.115990 0.438720
H: -3.780330 0.134390 -1.983954
H: 0.175774 -3.037812 -1.918712
H: 1.646802 -2.293257 1.927982
H: -4.608596 -5.303850 -0.172257
H: -2.209543 1.573389 2.825113
H: -1.866410 3.233373 2.238163
H: -6.249673 5.596275 -1.191380
H: 0.954761 4.808759 -1.564151
H: 3.457705 1.284874 -3.577298
H: -3.977650 -4.402410 5.492912
H: 5.471989 1.316862 -1.389125
H: 2.810297 2.649880 -6.414118
H: 4.159687 -6.500635 4.436977
H: -3.953156 5.581016 -2.547510
H: 4.827282 -2.663466 -4.172612
H: 2.537862 1.056664 -5.957968
H: 1.621605 2.305235 2.120172
H: -5.351560 -0.710888 -2.214418
H: 1.062128 -3.539882 -0.410402
H: 7.801154 -3.986760 0.491830
H: -4.273193 7.314988 -3.097721
H: -3.990857 -1.764264 -1.759590
H: -3.966272 2.154384 -1.202443
H: -3.900906 -4.770198 7.088073
H: -4.119010 6.838576 -1.392502
H: 1.080486 -3.710407 4.537531
H: 8.730604 -3.000875 1.465311
H: -7.808347 4.765497 -0.874679
H: -3.188236 3.549463 -0.720138
H: 1.755758 6.140986 -2.285449
H: 0.322966 -4.740040 -1.654919
H: 2.150252 3.632256 3.237741

Force components x, y, z for each atom (eV/Å):
Cl 0.413 -0.410 -0.353
Cl 1.102 0.813 0.031
O 0.395 1.246 -1.792
O 0.867 -0.565 -1.578
O -3.567 0.618 -1.785
O 1.613 0.749 4.340
O -0.732 0.743 -0.126
O -0.327 -0.569 -0.127
O 3.350 0.084 -2.231
O 1.426 1.631 -2.201
O -1.002 -2.145 -0.124
O 2.381 3.428 -2.967
O 1.000 -0.600 0.818
O -1.191 -0.174 1.020
O -0.998 -0.631 -0.640
O 1.434 -2.210 -0.142
O 1.326 -1.233 1.293
O 1.326 -0.066 -1.696
O 1.119 -1.090 -0.457
O 0.214 -1.088 -0.046
O -0.501 -1.039 0.063
O -0.524 0.397 -1.402
O -0.110 0.547 -0.403
O -0.997 1.308 0.214
O 1.422 -1.522 -2.353
O -1.024 -0.175 -0.079
O 0.476 1.293 0.340
O -0.365 -1.407 -0.708
O -0.740 -0.531 1.560
O 0.011 1.533 -0.072
O -4.294 2.366 0.727
O 0.796 -0.820 -0.738
O 1.697 2.833 -3.346
O 1.168 -1.325 0.720
O 2.134 0.559 -0.467
O 1.127 0.681 -1.262
O -0.965 2.750 0.062
N -0.544 -0.572 -0.211
N -1.343 1.955 1.982
N 0.095 -0.555 -0.736
C 0.279 0.966 -0.354
C -0.785 -1.119 0.727
C 0.644 -0.814 -0.633
C 1.236 2.606 0.361
C -0.685 0.963 -1.728
C 0.558 -0.648 0.354
C 2.015 -3.180 6.405
C 0.782 -0.847 -0.164
C -0.552 -0.121 0.845
C -0.135 0.443 0.214
C 2.042 -0.765 1.638
C -1.053 -0.095 -0.661
C -0.453 0.108 -0.815
C -0.834 -0.233 0.367
C -1.090 0.671 -0.275
C -1.278 1.531 3.281
C -0.991 0.077 1.446
C 1.371 -1.632 1.272
C -0.298 0.357 -1.173
C -1.537 -0.745 -3.034
C -0.314 0.689 0.086
C -1.575 0.552 1.267
C -2.769 1.252 1.152
C -0.736 -0.803 -0.587
C 3.626 -1.315 -0.785
C 0.162 0.438 -0.331
C -4.920 -1.177 -0.238
C 0.338 -0.768 -1.834
C 1.405 -1.326 0.655
C 0.167 -3.935 4.921
B -0.998 -1.106 1.643
H 0.033 -0.386 -0.414
H -0.387 0.140 -0.404
H -1.131 -0.285 -0.440
H 0.481 -0.272 0.065
H -0.215 -0.512 0.422
H -0.634 0.145 -0.365
H 0.466 0.349 0.025
H 0.253 -0.050 0.296
H 0.236 0.162 -0.603
H -0.509 -0.593 -0.915
H -0.302 1.417 -0.560
H 0.370 -0.190 0.531
H -0.169 -0.100 0.135
H 0.533 -0.521 0.228
H 0.003 -0.036 0.103
H -0.928 0.249 -0.558
H 0.548 -0.157 0.210
H -0.215 0.057 -0.494
H -0.316 0.596 0.412
H -0.241 1.031 0.614
H 0.088 -0.138 0.834
H 0.573 -0.058 0.030
H -0.007 0.803 -0.223
H 0.012 -0.699 0.966
H 1.100 0.167 -0.263
H -0.088 -0.420 -0.061
H 0.808 -0.282 -0.397
H -0.143 -0.033 0.153
H -1.718 0.209 0.070
H -0.332 0.153 -0.303
H -0.634 -0.173 0.026
H 0.339 0.003 -0.380
H 0.663 -0.223 -0.832
H 0.254 -0.076 0.281
H 0.144 0.684 0.749
H -0.313 0.415 -0.071
H -0.241 0.095 -0.495
H -0.332 -0.397 0.557
H 0.569 -0.485 0.238
H -0.288 0.580 0.043
H 0.015 0.025 0.383
H 0.081 -0.297 -0.380
H -0.779 -0.037 -0.128
H 0.075 -0.346 -0.066
H 0.304 0.562 0.233
H -1.162 0.042 -0.246
H 0.667 0.527 0.853
H 0.480 0.392 0.205
H -0.489 0.669 -0.042
H 0.338 0.734 -0.244
H 0.045 0.008 -0.208
H 0.780 -0.305 0.643
H -0.073 0.381 0.098
H 0.295 -0.304 0.472
H -0.199 -0.051 0.069

Properties
* total charge: -2
* energy relative to the best compared isomer or geometry (same formula, charge and spin): 40.9 kcal per mole
* LUMO energy (spin up / spin down): 3.3 / 3.3 eV
* multiplicity: 2
* maximum force: 7.4 eV Å⁻¹
* HOMO level (spin up / spin down): 0.0469 / -0.0945 hartree
* total energy: -133849.5525 eV
* orbital gap (spin up / spin down): 0.07401 / 0.21538 Ha
* expectation value of S²: 0.7539


Record 2
Below is a structure of composition C30H55BO2OsP2 at a distorted geometry, with properties calculated with wB97M-V/def2-TZVPD.

Atoms and positions in Å:
Os: 0.565647 3.007999 0.573282
P: -2.525166 -0.930273 0.575298
P: 0.692819 -0.530525 -1.776663
O: 2.054248 -2.746006 -0.871651
O: -0.293619 -2.961359 -0.594241
C: 1.538255 1.626849 1.993956
C: -0.057812 -1.713164 2.745821
C: -4.011174 0.116051 0.938525
C: 1.303647 4.258001 -0.901936
C: -2.018639 3.242511 -0.995827
C: -3.364199 -2.608559 0.765356
C: -0.284818 -5.284531 -0.222725
C: -0.670435 -4.383620 -2.482743
C: 2.721044 -0.676812 1.831294
C: 0.308394 2.003860 2.687655
C: 0.130566 -4.198318 -1.194978
C: 0.135609 3.208166 3.527583
C: -1.672773 0.713396 3.740402
C: 0.458843 3.209653 -1.415682
C: -1.378215 3.143660 0.388200
C: -0.572517 5.626826 0.012726
C: 2.814083 2.363051 2.152336
C: 1.199319 -0.666874 -3.526977
C: 2.295516 0.413144 -1.341203
C: 1.503493 0.149198 1.919410
C: -1.167327 -0.177432 -2.031797
C: 2.533398 -4.996563 -0.541181
C: -0.731770 4.390836 0.884281
C: -0.467219 0.806322 2.889148
C: 0.735631 5.666638 -0.792891
C: -0.916557 3.517258 -2.021506
C: 0.280840 -0.297526 2.428951
C: 2.179149 -4.115066 -2.834566
C: -2.387711 -0.807086 -1.285985
C: 1.705556 -4.049821 -1.386407
B: 0.802866 -2.187984 -0.888922
H: 1.475274 6.313807 -0.292620
H: 0.503711 -2.429317 2.131183
H: -0.984042 4.560397 -2.358187
H: 3.266707 -3.975909 -2.856913
H: -1.296710 -0.524136 -3.080373
H: -1.132329 -1.923381 2.630970
H: -1.285686 0.926993 -2.078143
H: -3.275015 -0.203416 -1.561664
H: 0.666115 4.045959 3.060248
H: -4.701362 0.161583 0.082269
H: 3.125191 -0.217552 -0.944291
H: 1.730997 -3.338174 -3.471084
H: -0.924595 4.612030 1.918916
H: 2.265699 -0.936512 -3.556134
H: 1.966628 -5.105840 -3.254727
H: -1.377312 -5.295767 -0.124133
H: 2.372042 4.220708 -1.156548
H: 0.026388 -6.250623 -0.633192
H: 0.164884 -5.131567 0.767292
H: 3.125643 2.352575 3.207404
H: 2.680200 3.402383 1.811229
H: -1.074794 2.882299 -2.909393
H: 0.193260 -1.923645 3.800644
H: -0.534681 6.438605 0.743315
H: -3.654214 1.125099 1.181773
H: 2.715583 0.927913 -2.227585
H: 3.593305 -4.760977 -0.693176
H: -0.442830 -5.368582 -2.907818
H: 3.260591 -0.521404 0.894941
H: -4.545220 -0.270941 1.821101
H: -2.743106 -3.405895 0.319783
H: 1.046583 0.315915 -4.002131
H: 0.930613 2.362069 -1.941078
H: -2.564226 -1.818294 -1.690233
H: -1.391933 0.506323 4.786219
H: -2.233923 1.656060 3.731227
H: -1.446665 5.803190 -0.643503
H: -2.047725 2.608187 1.105192
H: -0.462850 -3.608542 -3.233020
H: -2.777288 4.031961 -0.999283
H: 3.613888 1.893381 1.569310
H: 0.567514 -1.428274 -3.997780
H: 2.363471 -6.027557 -0.862214
H: 2.506044 -1.745328 1.935313
H: -2.343529 -0.099234 3.432555
H: -3.454803 -2.832013 1.845397
H: -1.746987 -4.362137 -2.262418
H: 0.564779 6.134011 -1.786339
H: -4.376346 -2.642465 0.320841
H: 2.294133 -4.883212 0.524563
H: 3.410878 -0.422124 2.654299
H: -0.927206 3.478108 3.579360
H: 0.502212 3.054154 4.553790
H: 1.993121 1.145304 -0.566030
H: -2.619050 2.361908 -1.265470

Force components x, y, z for each atom (eV/Å):
Os 4.240 -4.647 0.806
P -1.853 -0.987 -1.320
P 0.343 0.034 0.824
O -1.049 0.360 -0.177
O 0.487 0.811 -0.343
C -1.274 -1.092 1.104
C -0.076 -0.636 0.347
C 0.573 0.493 0.608
C -0.116 0.777 -1.303
C -0.202 -0.212 -0.033
C 0.959 -0.232 0.566
C 0.253 -0.388 0.007
C 0.136 -0.057 -0.203
C 0.305 -0.444 -0.131
C 0.350 -0.442 -0.471
C -0.586 -1.113 0.181
C -0.053 0.500 0.352
C -0.486 0.148 0.058
C -0.226 0.546 -2.413
C -3.104 0.845 0.000
C -0.273 0.990 0.288
C 0.604 0.102 -0.141
C -0.517 0.067 -0.243
C 0.338 0.265 0.281
C 0.515 1.111 0.105
C -0.503 0.438 -0.870
C -0.041 -0.462 -0.017
C -2.210 1.059 -0.067
C 0.541 -0.195 -0.135
C 0.245 0.185 -0.108
C -0.261 -0.054 -0.339
C -1.473 -0.330 0.036
C 0.017 -0.077 -0.154
C 0.582 0.243 -0.309
C 0.855 -1.083 0.115
B 0.088 1.829 0.292
H -0.275 -0.296 -0.135
H -0.281 0.211 0.086
H 0.219 -0.341 -0.018
H -0.240 -0.008 0.037
H 0.015 0.335 0.420
H 0.530 0.014 0.116
H 0.080 -0.747 0.130
H 0.428 -0.211 0.097
H 0.028 0.072 0.613
H 0.330 -0.151 0.209
H -0.928 0.113 -0.330
H 0.063 -0.349 0.218
H -0.116 0.193 0.188
H -0.480 0.008 -0.091
H 0.000 0.263 -0.022
H 0.244 0.027 -0.022
H -0.212 -0.297 0.511
H -0.104 0.001 0.327
H -0.162 -0.139 -0.298
H -0.035 0.313 -0.204
H 0.543 0.148 0.263
H 0.183 0.361 0.249
H 0.004 0.031 -0.296
H -0.244 0.223 -0.351
H -0.355 -0.090 -0.122
H -0.451 -0.005 0.476
H -0.250 -0.042 0.072
H -0.078 0.268 -0.086
H 0.042 -0.040 0.268
H 0.254 0.076 -0.329
H -0.197 0.492 0.167
H 0.108 -0.392 -0.115
H 0.048 0.421 0.464
H 0.217 0.287 0.455
H -0.023 0.098 -0.220
H 0.029 -0.248 0.077
H 0.313 -0.173 0.486
H 0.879 0.351 -0.256
H 0.002 -0.209 0.168
H 0.178 0.147 0.125
H -0.124 0.278 -0.004
H 0.305 0.222 -0.280
H 0.108 0.000 0.229
H 0.004 0.255 -0.163
H 0.175 0.172 0.082
H -0.050 0.110 -0.464
H 0.303 -0.003 0.053
H 0.153 -0.405 0.440
H 0.490 0.443 0.073
H 0.111 -0.137 -0.323
H -0.172 0.092 -0.190
H 0.258 0.029 0.179
H -0.032 0.104 -0.226
H 0.617 -0.097 -0.206
H 0.417 -0.127 0.280

Properties
* total charge: +2
* energy relative to the best compared isomer or geometry (same formula, charge and spin): 0.0 kcal per mole
* LUMO energy (spin up / spin down): -6.5 / -9.3 eV
* multiplicity: 5
* maximum force: 6.3 eV Å⁻¹
* HOMO level (spin up / spin down): -0.3724 / -0.4938 hartree
* total energy: -57798.4464 eV
* orbital gap (spin up / spin down): 0.13340 / 0.15077 Ha
* expectation value of S²: 6.0455


> Number 2 is which compound?

C30H55BO2OsP2